Computed, not measured: a 5-piece molecular cluster, C16H38N3O14S4 overall, with the ωB97M-V functional and the def2-TZVPD basis.

Each atom is followed by the atoms it is bonded to, with distances in Å.
Geometry (Å):
1 O -1.807 5.605 0.571  N2 1.163
2 N -2.037 6.285 -0.343  O1 1.163, O3 1.422
3 O -1.904 5.603 -1.583  N2 1.422, C4 1.423
4 C -2.841 4.543 -1.735  O3 1.423, C5 1.520, H10 1.094, H11 1.099
5 C -4.258 4.915 -1.329  C4 1.520, C6 1.343, N9 1.375
6 C -5.189 3.976 -1.099  C5 1.343, N7 1.397, H12 1.078
7 N -6.343 4.701 -0.792  C6 1.397, C8 1.304, H13 1.012
8 C -6.090 5.980 -0.834  N7 1.304, N9 1.331, H14 1.082
9 N -4.817 6.162 -1.177  C5 1.375, C8 1.331, H15 1.012
10 H -2.850 4.220 -2.780  C4 1.094
11 H -2.553 3.655 -1.155  C4 1.099
12 H -5.139 2.900 -1.143  C6 1.078
13 H -7.271 4.363 -0.574  N7 1.012
14 H -6.737 6.826 -0.645  C8 1.082
15 H -4.290 7.017 -1.303  N9 1.012
16 O 1.077 1.069 -0.284  S17 1.433
17 S 1.609 1.086 1.047  O16 1.433, O18 1.430, O19 1.602, C22 1.758
18 O 0.958 0.379 2.105  S17 1.430
19 O 1.805 2.611 1.494  S17 1.602, C20 1.432
20 C 0.672 3.480 1.395  O19 1.432, C21 1.518, H23 1.093, H24 1.090
21 C -0.328 3.253 2.515  C20 1.518, H25 1.090, H26 1.090, H27 1.090
22 C 3.308 0.636 1.011  S17 1.758, H28 1.087, H29 1.088, H30 1.087
23 H 0.201 3.372 0.415  C20 1.093
24 H 1.058 4.497 1.458  C20 1.090
25 H -0.794 2.271 2.433  C21 1.090
26 H -1.117 4.005 2.481  C21 1.090
27 H 0.163 3.296 3.487  C21 1.090
28 H 3.806 1.205 0.230  C22 1.087
29 H 3.366 -0.429 0.797  C22 1.088
30 H 3.746 0.842 1.984  C22 1.087
31 O -3.043 4.264 -4.969  S32 1.438
32 S -4.090 4.088 -5.939  O31 1.438, O33 1.428, O34 1.581, C37 1.763
33 O -4.920 2.926 -5.914  S32 1.428
34 O -3.483 4.272 -7.387  S32 1.581, C35 1.447
35 C -2.342 3.465 -7.764  O34 1.447, C36 1.515, H38 1.091, H39 1.088
36 C -2.734 2.038 -8.091  C35 1.515, H40 1.090, H41 1.090, H42 1.090
37 C -5.119 5.519 -5.953  S32 1.763, H43 1.087, H44 1.088, H45 1.087
38 H -1.582 3.500 -6.983  C35 1.091
39 H -1.918 3.938 -8.648  C35 1.088
40 H -3.088 1.512 -7.205  C36 1.090
41 H -1.878 1.492 -8.488  C36 1.090
42 H -3.541 2.019 -8.824  C36 1.090
43 H -4.491 6.405 -6.003  C37 1.087
44 H -5.698 5.516 -5.031  C37 1.088
45 H -5.784 5.463 -6.811  C37 1.087
46 O 4.893 -2.077 1.716  S47 1.434
47 S 6.065 -2.855 1.996  O46 1.434, O48 1.429, O49 1.588, C52 1.761
48 O 7.119 -2.963 1.038  S47 1.429
49 O 5.621 -4.311 2.451  S47 1.588, C50 1.441
50 C 4.746 -5.063 1.588  O49 1.441, C51 1.517, H53 1.091, H54 1.088
51 C 5.489 -5.636 0.395  C50 1.517, H55 1.090, H56 1.091, H57 1.090
52 C 6.748 -2.343 3.536  S47 1.761, H58 1.087, H59 1.088, H60 1.087
53 H 3.902 -4.449 1.270  C50 1.091
54 H 4.344 -5.877 2.186  C50 1.088
55 H 5.834 -4.847 -0.273  C51 1.090
56 H 4.837 -6.299 -0.175  C51 1.091
57 H 6.368 -6.192 0.720  C51 1.090
58 H 5.952 -2.293 4.275  C52 1.087
59 H 7.190 -1.360 3.388  C52 1.088
60 H 7.512 -3.056 3.834  C52 1.087
61 O 2.636 -7.702 5.306  S62 1.430
62 S 1.798 -7.369 4.197  O61 1.430, O63 1.433, O64 1.593, C67 1.762
63 O 1.975 -6.151 3.465  S62 1.433
64 O 0.273 -7.489 4.642  S62 1.593, C65 1.440
65 C -0.156 -6.747 5.798  O64 1.440, C66 1.516, H68 1.091, H69 1.089
66 C -0.337 -5.272 5.496  C65 1.516, H70 1.090, H71 1.090, H72 1.090
67 C 1.797 -8.711 3.055  S62 1.762, H73 1.087, H74 1.088, H75 1.087
68 H 0.541 -6.900 6.624  C65 1.091
69 H -1.110 -7.177 6.097  C65 1.089
70 H 0.616 -4.795 5.271  C66 1.090
71 H -0.778 -4.760 6.353  C66 1.090
72 H -0.982 -5.133 4.628  C66 1.090
73 H 1.626 -9.637 3.598  C67 1.087
74 H 2.772 -8.731 2.573  C67 1.088
75 H 1.018 -8.543 2.315  C67 1.087

**Frontier orbital gap**: 8.165 eV
**Strongest force on any atom**: 2.031 eV/Å
**HOMO energy**: -11.872 eV
**Charge**: +1



Computed, not measured: a 8-piece molecular cluster, C24H40N8O5S overall, with the ωB97M-V functional and the def2-TZVPD basis.

Each atom is followed by the atoms it is bonded to, with distances in Å.
Geometry (Å):
1 C 0.497 0.137 -2.408  C2 1.672, H18 1.182, H19 1.173, H20 1.194
2 C 1.791 0.861 -1.635  C1 1.672, C3 1.657, H21 1.171, H22 1.171
3 C 1.515 0.615 -0.019  C2 1.657, C4 1.640, H23 1.171, H24 1.193
4 C 2.343 1.631 0.966  C3 1.640, C5 1.655, C6 1.671, H25 1.194
5 C 3.929 1.831 0.536  C4 1.655, H26 1.191, H27 1.185, H28 1.172
6 C 1.562 3.084 1.230  C4 1.671, O7 1.484, C12 1.672, H29 1.178
7 O 2.225 4.307 0.714  C6 1.484, S8 1.726
8 S 2.394 5.494 1.955  O7 1.726, O9 1.562, O10 1.565, O11 1.706
9 O 1.918 6.916 1.517  S8 1.562
10 O 3.877 5.482 2.456  S8 1.565
11 O 1.435 4.715 3.131  S8 1.706, C12 1.494
12 C 1.473 3.241 2.892  C6 1.672, O11 1.494, C13 1.653, H30 1.170
13 C 0.080 2.728 3.617  C12 1.653, C14 1.640, H31 1.191, H32 1.189
14 C -0.268 1.146 3.363  C13 1.640, C15 1.651, H33 1.170, H34 1.178
15 C 0.638 0.094 4.255  C14 1.651, N16 1.513, O17 1.353
16 N 1.882 0.475 5.029  C15 1.513, H35 1.058, H36 1.046
17 O 0.180 -1.178 4.310  C15 1.353
18 H -0.451 0.808 -2.185  C1 1.182
19 H 0.693 -0.040 -3.551  C1 1.173
20 H 0.319 -0.875 -1.800  C1 1.194
21 H 2.746 0.301 -2.015  C2 1.171
22 H 1.814 1.989 -1.947  C2 1.171
23 H 1.800 -0.494 0.225  C3 1.171
24 H 0.331 0.681 0.106  C3 1.193
25 H 2.361 1.108 2.039  C4 1.194
26 H 4.501 2.115 1.542  C5 1.191
27 H 4.395 0.806 0.168  C5 1.185
28 H 4.114 2.721 -0.206  C5 1.172
29 H 0.426 2.954 0.946  C6 1.178
30 H 2.458 2.836 3.377  C12 1.170
31 H -0.819 3.349 3.143  C13 1.191
32 H 0.076 2.891 4.795  C13 1.189
33 H -0.144 0.930 2.219  C14 1.170
34 H -1.389 0.986 3.688  C14 1.178
35 H 2.764 0.253 4.490  N16 1.058
36 H 1.873 1.472 5.345  N16 1.046
37 C -2.307 -3.391 4.060  C38 1.520, H40 1.093, H41 1.094, H42 1.093
38 C -2.545 -4.211 2.803  C37 1.520, N39 1.261
39 N -2.743 -4.891 1.759  C38 1.261
40 H -1.396 -2.796 3.950  C37 1.093
41 H -3.152 -2.719 4.233  C37 1.094
42 H -2.197 -4.054 4.922  C37 1.093
43 C 4.168 1.701 -5.453  C44 1.520, H46 1.093, H47 1.094, H48 1.093
44 C 3.077 0.659 -5.266  C43 1.520, N45 1.261
45 N 2.171 -0.204 -5.111  C44 1.261
46 H 4.996 1.499 -4.768  C43 1.093
47 H 4.540 1.670 -6.481  C43 1.094
48 H 3.771 2.698 -5.248  C43 1.093
49 C -2.343 -4.093 -1.926  C50 1.520, H52 1.093, H53 1.094, H54 1.093
50 C -2.272 -2.607 -1.615  C49 1.520, N51 1.261
51 N -2.214 -1.374 -1.356  C50 1.261
52 H -1.696 -4.326 -2.777  C49 1.093
53 H -2.014 -4.672 -1.059  C49 1.094
54 H -3.371 -4.373 -2.173  C49 1.093
55 C -5.298 0.217 -0.670  C56 1.520, H58 1.093, H59 1.094, H60 1.093
56 C -6.151 0.698 0.493  C55 1.520, N57 1.261
57 N -6.858 1.097 1.457  C56 1.261
58 H -4.602 -0.554 -0.328  C55 1.093
59 H -5.937 -0.202 -1.452  C55 1.094
60 H -4.728 1.053 -1.085  C55 1.093
61 C -4.665 -7.578 -2.205  C62 1.520, H64 1.093, H65 1.094, H66 1.093
62 C -5.169 -6.295 -2.845  C61 1.520, N63 1.261
63 N -5.587 -5.230 -3.376  C62 1.261
64 H -5.341 -8.404 -2.442  C61 1.093
65 H -3.666 -7.815 -2.582  C61 1.094
66 H -4.616 -7.458 -1.119  C61 1.093
67 C 4.784 -1.610 -8.827  C68 1.520, H70 1.093, H71 1.094, H72 1.093
68 C 4.855 -0.124 -8.515  C67 1.520, N69 1.261
69 N 4.913 1.109 -8.256  C68 1.261
70 H 5.431 -1.843 -9.677  C67 1.093
71 H 5.113 -2.189 -7.960  C67 1.094
72 H 3.756 -1.890 -9.073  C67 1.093
73 C -3.183 2.573 6.178  C74 1.520, H76 1.093, H77 1.094, H78 1.093
74 C -1.728 2.903 6.470  C73 1.520, N75 1.261
75 N -0.521 3.176 6.713  C74 1.261
76 H -3.837 3.253 6.730  C73 1.093
77 H -3.381 2.679 5.107  C73 1.094
78 H -3.400 1.545 6.480  C73 1.093

**Frontier orbital gap**: 10.615 eV
**SMILES**: CCC[C@@H](C)[C@@H]1OS(=O)(=O)O[C@H]1CCC(N)=O.CC#N.CC#N.CC#N.CC#N.CC#N.CC#N.CC#N
**Strongest force on any atom**: 10.418 eV/Å
**HOMO energy**: -10.488 eV



Computed, not measured: a 28-piece molecular cluster, H56O28 overall, with the ωB97M-V functional and the def2-TZVPD basis.

Each atom is followed by the atoms it is bonded to, with distances in Å.
Geometry (Å):
1 O -0.407 -2.990 -0.133  H2 0.957, H3 0.957
2 H -0.259 -2.068 0.076  O1 0.957
3 H 0.466 -3.339 -0.311  O1 0.957
4 O 1.182 -2.700 -3.883  H5 0.957, H6 0.957
5 H 1.256 -3.650 -3.792  O4 0.957
6 H 1.833 -2.470 -4.546  O4 0.957
7 O -1.498 -2.969 -3.488  H8 0.957, H9 0.957
8 H -1.226 -3.388 -2.672  O7 0.957
9 H -0.704 -2.546 -3.817  O7 0.957
10 O -0.285 -5.870 -0.633  H11 0.957, H12 0.957
11 H -0.900 -6.467 -0.207  O10 0.957
12 H -0.489 -5.011 -0.263  O10 0.957
13 O 0.631 -0.586 -2.082  H14 0.957, H15 0.957
14 H 0.953 -1.359 -2.546  O13 0.957
15 H 0.308 -0.009 -2.774  O13 0.957
16 O 1.220 3.200 -1.966  H17 0.957, H18 0.957
17 H 0.719 3.777 -1.389  O16 0.957
18 H 0.594 2.931 -2.638  O16 0.957
19 O 0.018 -0.372 0.519  H20 0.957, H21 0.957
20 H 0.118 0.507 0.884  O19 0.957
21 H 0.199 -0.266 -0.415  O19 0.957
22 O -2.355 4.800 3.125  H23 0.957, H24 0.957
23 H -2.193 5.330 3.905  O22 0.957
24 H -1.537 4.845 2.630  O22 0.957
25 O 2.886 1.226 -0.604  H26 0.957, H27 0.957
26 H 2.919 0.862 -1.489  O25 0.957
27 H 2.057 1.704 -0.571  O25 0.957
28 O -2.219 2.685 -0.091  H29 0.957, H30 0.957
29 H -1.629 3.207 -0.634  O28 0.957
30 H -1.650 2.039 0.328  O28 0.957
31 O 3.633 0.626 2.033  H32 0.957, H33 0.957
32 H 2.718 0.546 2.306  O31 0.957
33 H 3.589 1.017 1.160  O31 0.957
34 O 1.132 0.348 -5.209  H35 0.957, H36 0.957
35 H 1.749 0.824 -4.653  O34 0.957
36 H 1.677 -0.042 -5.892  O34 0.957
37 O 1.009 2.388 4.145  H38 0.957, H39 0.957
38 H 1.433 1.531 4.183  O37 0.957
39 H 0.362 2.367 4.851  O37 0.957
40 O -3.839 -0.891 2.643  H41 0.957, H42 0.957
41 H -3.364 -1.685 2.397  O40 0.957
42 H -3.282 -0.175 2.337  O40 0.957
43 O -0.308 5.125 -0.634  H44 0.957, H45 0.957
44 H -0.804 5.935 -0.752  O43 0.957
45 H -0.030 5.145 0.282  O43 0.957
46 O -3.713 0.991 -2.626  H47 0.957, H48 0.957
47 H -4.006 0.518 -3.405  O46 0.957
48 H -2.941 0.509 -2.329  O46 0.957
49 O -2.596 -3.306 1.699  H50 0.957, H51 0.957
50 H -3.328 -3.349 1.084  O49 0.957
51 H -1.816 -3.290 1.143  O49 0.957
52 O -3.991 -2.023 -3.188  H53 0.957, H54 0.957
53 H -3.172 -2.508 -3.293  O52 0.957
54 H -4.210 -1.730 -4.073  O52 0.957
55 O 0.334 5.306 2.032  H56 0.957, H57 0.957
56 H 1.287 5.382 2.004  O55 0.957
57 H 0.077 5.798 2.812  O55 0.957
58 O 3.149 1.881 -3.352  H59 0.957, H60 0.957
59 H 3.724 2.517 -3.779  O58 0.957
60 H 2.498 2.415 -2.897  O58 0.957
61 O -1.925 0.971 3.061  H62 0.957, H63 0.957
62 H -2.026 1.484 3.862  O61 0.957
63 H -1.037 1.166 2.761  O61 0.957
64 O -1.580 -2.608 4.441  H65 0.957, H66 0.957
65 H -1.924 -2.987 3.633  O64 0.957
66 H -0.716 -3.006 4.545  O64 0.957
67 O 2.299 -4.202 -0.919  H68 0.957, H69 0.957
68 H 2.476 -3.675 -0.139  O67 0.957
69 H 2.810 -3.783 -1.612  O67 0.957
70 O 1.010 -3.703 3.976  H71 0.957, H72 0.957
71 H 1.683 -4.001 4.587  O70 0.957
72 H 1.089 -4.292 3.225  O70 0.957
73 O 2.860 -2.408 1.165  H74 0.957, H75 0.957
74 H 3.258 -1.692 0.671  O73 0.957
75 H 3.500 -2.615 1.846  O73 0.957
76 O -0.767 2.220 -3.538  H77 0.957, H78 0.957
77 H -0.756 1.729 -4.359  O76 0.957
78 H -1.664 2.547 -3.465  O76 0.957
79 O 1.198 -0.230 3.149  H80 0.957, H81 0.957
80 H 1.424 -0.927 2.532  O79 0.957
81 H 1.107 -0.675 3.991  O79 0.957
82 O 0.174 2.205 1.417  H83 0.957, H84 0.957
83 H 0.541 2.123 2.297  O82 0.957
84 H -0.011 3.139 1.320  O82 0.957

**ΔE to the lowest compared entry with this formula, charge and spin**: 65.9 kcal per mole
**Frontier orbital gap**: 8.549 eV
**Strongest force on any atom**: 1.168 eV/Å
**HOMO energy**: -8.953 eV